Entry 1:
22
Properties=species:S:1:pos:R:3:nbo_charge:R:1 method="wB97M-V/def2-TZVPD" charge=+1 gap_ev=9.778 lumo_energy_ev=-2.84 de_lowest_kj_mol=207.5
N -2.3170 -1.3958 -1.4286 -0.807
C 1.1246 1.8641 0.2665 -0.222
N -0.3703 -0.3787 -0.6343 -0.631
H -2.6174 -0.5635 -1.8897 0.402
H 0.4220 -1.7355 3.3346 0.485
H 1.7613 -0.1657 -0.0334 0.460
H 0.3657 0.8069 -2.2581 0.210
O 1.1386 -1.7371 2.6877 -0.969
H 2.6616 0.7541 1.1086 0.440
C -0.4108 0.8104 -1.4495 -0.243
C -1.2195 -1.3481 -0.6367 0.318
H 1.9868 2.4652 -0.0395 0.224
H 1.0000 2.3248 1.2639 0.216
H -0.8505 -2.1785 -0.0894 0.197
C -0.1916 1.9736 -0.4532 -0.428
H 1.4361 -2.6549 2.7019 0.490
H -0.0403 2.9518 -0.9790 0.252
N 1.7170 0.5124 0.7397 -0.703
H -1.0386 1.8539 0.2330 0.232
H -2.6957 -2.3065 -1.6491 0.417
H -1.3920 0.8788 -1.9500 0.176
H 0.9373 0.1471 1.3520 0.485

=====

Entry 2:
5
Properties=species:S:1:pos:R:3:mulliken_spin:R:1 method="wB97M-V/def2-TZVPD" charge=0 gap_ev="10.085 / 5.464" s_squared=2.008 lumo_energy_ev="0.91 / -3.97" spin_multiplicity=3 de_lowest_kj_mol=0.0
H -0.1199 -0.7905 0.4430 0.033
P 0.6021 0.3514 0.1699 0.217
H -0.1100 0.4872 -1.1722 0.052
S 2.4721 -0.3667 0.1316 0.697
Br -3.6212 -0.0645 0.0572 1.001

=====

Entry 3:
37
Properties=species:S:1:pos:R:3:mulliken_spin:R:1 method="wB97M-V/def2-TZVPD" charge=+1 gap_ev="6.483 / 6.840" s_squared=12.003 lumo_energy_ev="-4.16 / -4.41" spin_multiplicity=7 de_lowest_kj_mol=192.9
H -1.5354 0.4182 -3.6225 0.002
N 1.2770 -1.2264 3.2209 0.001
H 3.1490 1.6304 0.9025 0.000
H -1.0523 -2.4073 -2.6202 0.000
H 3.5728 -0.2984 1.0086 0.000
H 4.2324 0.4613 3.4820 -0.001
H 2.6578 3.1123 1.6947 0.002
C 2.6895 -1.0048 2.8749 0.007
H -0.5589 -0.5877 -1.0295 -0.002
O -3.5094 1.0267 -2.1458 -0.026
C -1.6234 -0.2835 -2.7896 -0.008
H 2.8258 0.2989 4.4807 0.000
H -0.1587 -1.5027 -3.8044 0.000
Ti -3.1893 -1.1586 3.3437 3.047
H -1.7852 -1.9150 -4.1930 0.000
C -4.0734 1.5790 -3.3315 0.000
Cl -1.3983 -0.1537 1.5972 -0.044
H 0.7055 -0.8989 2.4543 -0.011
C 3.1424 0.3481 3.4306 -0.002
H 4.2076 2.3458 2.1421 0.000
H 3.3842 -1.7328 3.3026 0.001
C -1.1509 -1.6082 -3.3581 -0.001
H 2.0690 -0.9811 0.7627 0.000
C 3.1657 2.1634 1.8574 0.000
H -3.3093 1.9278 -4.0271 0.001
H 3.5060 -2.0746 1.0992 0.000
H -4.7328 2.3873 -3.0268 0.000
H -3.0461 -0.7593 -1.2948 0.010
N -0.7304 0.1457 -1.7112 -0.005
O 2.4920 1.4759 2.8809 -0.001
C -3.0603 -0.3052 -2.2956 0.003
C 2.9848 -1.1555 1.3354 0.000
H -1.3104 0.7944 -1.1824 0.008
H -4.6895 0.8129 -3.8125 0.000
Ti -2.5178 2.2846 1.8389 3.011
H -3.7759 -0.9401 -2.8334 0.005
H 1.1460 -2.2188 3.3687 0.000

=====

Entry 4:
60
Properties=species:S:1:pos:R:3:nbo_charge:R:1 method="wB97M-V/def2-TZVPD" charge=+3 gap_ev="5.054 / 5.056" lumo_energy_ev="-11.48 / -11.48"
C -0.6121 0.6027 -4.2673 -0.154
C 0.0328 2.7164 -2.6409 0.080
H -1.0907 2.3418 -0.1038 0.424
H -4.9014 -2.3591 0.8253 0.246
C -5.5000 -1.8588 2.8241 -0.199
H 0.9978 -1.6297 -3.5291 0.275
C -0.7595 0.5033 0.4845 0.395
H 6.0561 -4.9946 -0.2926 0.262
C -1.2165 1.8458 -4.4838 -0.083
N 3.5856 0.2780 -0.4528 -0.620
Co 1.9868 1.0237 -1.1952 1.026
H -3.9216 4.1957 1.7164 0.260
H -3.6496 1.6836 1.8084 0.221
H -0.8297 -0.2452 -4.9037 0.272
H 6.2425 0.5947 1.3340 0.461
C 4.8732 -3.2439 -0.5769 -0.116
N 2.7448 -1.5731 -1.5846 -0.299
C -3.8425 -0.7113 4.1682 -0.213
C -2.4692 -1.3920 0.7501 0.689
C 0.2894 0.4885 -3.2398 0.113
H -3.5483 -0.2693 5.1102 0.245
H -6.4843 -2.2957 2.7274 0.252
C -4.6224 -1.8941 1.7617 -0.133
C 6.9061 -3.2931 0.7117 -0.099
H 4.1307 -3.7312 -1.1932 0.255
N 5.5451 0.1215 0.7694 -0.467
N 0.5991 1.5289 -2.4266 -0.496
N -1.1165 -0.6836 0.9123 -0.616
H 4.4728 1.8572 0.5922 0.244
O -2.6007 -1.9517 -0.2918 -0.479
H -0.3595 -1.3200 1.1282 0.443
C -2.9600 -0.7343 3.1079 -0.172
C -3.2996 3.6649 0.9984 -0.623
H -3.3627 0.4414 -0.3511 0.234
H -2.2715 3.7456 1.3632 0.190
C -3.3501 -1.3224 1.8992 -0.198
H 0.3243 3.5290 -1.9860 0.237
N 1.8886 -0.6029 -1.9808 -0.194
H -3.1437 1.9584 -1.1930 0.220
C 5.9470 -3.9412 -0.0751 -0.166
C -0.8838 2.9118 -3.6691 -0.207
H -1.9259 1.9708 -5.2918 0.275
C -5.1101 -1.2697 4.0242 -0.110
C 5.7103 -1.2519 0.4995 0.236
H -5.7990 -1.2503 4.8586 0.249
H -1.3143 3.8924 -3.8186 0.276
C 3.6596 -1.0785 -0.7981 0.444
S 0.9961 0.8438 0.6701 0.005
C 4.5323 0.8103 0.3211 0.369
H -4.8123 2.1780 0.5987 0.247
H -1.9707 -0.3108 3.2268 0.213
C -3.0088 1.4595 -0.2314 -0.223
H 7.7491 -3.8513 1.0965 0.263
C -3.7534 2.2153 0.8610 -0.419
C 4.7428 -1.8778 -0.2903 -0.175
N -1.5396 1.4445 0.0039 -0.532
H 7.5412 -1.4488 1.6125 0.253
H -3.3789 4.1992 0.0480 0.212
C 1.0589 -0.7128 -2.9511 0.150
C 6.7959 -1.9474 1.0045 -0.239

=====

Entry 5:
21
Properties=species:S:1:pos:R:3:mulliken_spin:R:1 method="wB97M-V/def2-TZVPD" charge=-1 gap_ev="4.960 / 6.918" s_squared=15.775 lumo_energy_ev="2.50 / 2.46" spin_multiplicity=8
C -0.7099 -0.9694 1.0447 0.046
H 2.6417 -0.4080 -0.1777 0.002
Nd 0.3654 1.2288 1.4373 4.139
H 1.9283 0.3475 -1.7471 0.004
C -1.4076 0.0748 -2.2074 -0.007
C 1.8725 0.2763 -0.6478 0.026
H 1.8692 1.3500 -0.2732 0.037
H -0.6907 1.9734 -1.2954 0.013
H -0.4535 -0.7583 2.1193 -0.013
O 1.7676 -0.0696 2.8926 0.001
H -2.4756 -0.1713 -2.1153 0.001
Cl 0.4734 -2.4248 -1.6794 0.087
N 1.0371 0.5294 3.7810 0.007
H -1.7656 -0.7332 0.8300 0.002
H -1.2638 0.8517 -2.9575 0.007
H -0.5624 -2.0344 0.8051 0.007
O 1.2067 0.3869 5.0006 0.002
H -0.9668 -0.7698 -2.8291 0.027
H -1.9984 0.9892 -0.4349 -0.003
C -1.0403 0.9443 -0.9714 0.124
Co 0.1726 -0.6134 -0.5744 2.490

=====

Entry 6:
7
Properties=species:S:1:pos:R:3:nbo_charge:R:1 method="wB97M-V/def2-TZVPD" charge=-1 gap_ev="5.491 / 7.866" lumo_energy_ev="3.99 / 4.28" de_lowest_kj_mol=334.0
O 4.1565 -1.1099 0.9550 -1.004
O 3.0066 -2.0285 2.9338 -1.009
H 0.0417 -1.8071 1.4652 0.143
C 0.2156 -0.7769 0.9167 0.098
S 3.2503 -0.7978 2.1281 1.171
N -0.2949 -0.1041 0.0399 -0.728
H -0.8576 -0.4170 -0.7845 0.330